{"formula": "C45H51IN2O7S", "method": "wB97M-V/def2-TZVPD", "elements": ["C", "C", "C", "C", "C", "C", "N", "C", "C", "O", "C", "O", "I", "C", "C", "C", "C", "S", "O", "C", "C", "C", "C", "N", "H", "H", "H", "H", "H", "H", "H", "H", "H", "H", "H", "H", "H", "H", "H", "H", "H", "H", "H", "H", "H", "H", "H", "H", "H", "H", "H", "H", "H", "H", "H", "H", "H", "H", "H", "C", "C", "C", "C", "C", "C", "C", "O", "C", "C", "C", "C", "C", "C", "C", "O", "H", "H", "H", "H", "H", "H", "H", "H", "C", "C", "C", "C", "C", "C", "C", "O", "C", "C", "C", "C", "C", "C", "C", "O", "H", "H", "H", "H", "H", "H", "H", "H"], "coordinates": [[-1.666, 2.002, 1.258], [-1.926, 0.564, 0.844], [-2.023, 0.352, -0.677], [-0.973, -0.610, -1.219], [0.468, -0.055, -1.285], [0.584, 1.276, -2.049], [1.831, 1.498, -2.773], [1.918, 0.794, -4.050], [1.206, -0.532, -4.159], [1.711, -1.513, -4.754], [3.063, 1.625, -2.073], [3.688, 0.391, -1.830], [4.504, 2.669, -3.432], [3.005, 2.459, -0.783], [4.237, 2.196, 0.091], [4.080, 1.034, 1.076], [3.639, 1.459, 2.479], [1.853, 1.439, 2.778], [2.903, 3.831, -1.127], [2.201, 4.702, -0.246], [0.963, 5.299, -0.884], [0.267, 6.304, 0.024], [-0.879, 7.023, -0.681], [-0.376, 8.228, -1.358], [-2.391, 2.662, 0.773], [-1.749, 2.136, 2.334], [-0.667, 2.313, 0.953], [-2.866, 0.248, 1.297], [-1.139, -0.071, 1.252], [-3.005, -0.068, -0.905], [-1.975, 1.310, -1.196], [-0.954, -1.493, -0.576], [-1.249, -0.964, -2.217], [1.068, -0.806, -1.813], [0.870, 0.025, -0.275], [-0.222, 1.309, -2.787], [0.394, 2.122, -1.396], [2.956, 0.600, -4.314], [1.509, 1.425, -4.850], [0.193, -0.611, -3.737], [3.062, -0.306, -2.022], [2.127, 2.176, -0.202], [4.379, 3.122, 0.654], [5.111, 2.062, -0.543], [3.333, 0.341, 0.682], [5.011, 0.475, 1.160], [4.100, 0.822, 3.231], [3.923, 2.489, 2.700], [1.731, 0.110, 2.742], [2.888, 5.518, -0.005], [1.969, 4.197, 0.697], [1.278, 5.797, -1.805], [0.273, 4.509, -1.186], [0.999, 7.049, 0.343], [-0.120, 5.798, 0.907], [-1.320, 6.374, -1.436], [-1.673, 7.245, 0.041], [-1.035, 8.531, -2.062], [-0.312, 8.987, -0.696], [-8.199, -3.691, 2.449], [-9.578, -3.623, 2.284], [-10.114, -3.067, 1.135], [-9.273, -2.572, 0.147], [-7.888, -2.630, 0.319], [-7.356, -3.196, 1.470], [-6.960, -2.081, -0.711], [-5.757, -2.139, -0.567], [-7.562, -1.452, -1.922], [-6.723, -0.896, -2.878], [-7.259, -0.316, -4.014], [-8.636, -0.294, -4.203], [-9.478, -0.845, -3.253], [-8.946, -1.421, -2.107], [-9.875, -1.991, -1.088], [-11.074, -1.982, -1.257], [-7.783, -4.131, 3.345], [-10.234, -4.005, 3.053], [-11.183, -3.012, 0.989], [-6.282, -3.239, 1.584], [-5.654, -0.925, -2.719], [-6.604, 0.119, -4.757], [-9.053, 0.156, -5.095], [-10.550, -0.834, -3.384], [5.855, -3.513, -1.223], [4.850, -2.608, -0.901], [4.529, -2.369, 0.424], [5.210, -3.037, 1.434], [6.214, -3.952, 1.109], [6.535, -4.184, -0.222], [6.949, -4.700, 2.170], [7.827, -5.486, 1.891], [6.565, -4.443, 3.590], [7.206, -5.152, 4.597], [6.874, -4.922, 5.921], [5.905, -3.979, 6.246], [5.261, -3.272, 5.246], [5.585, -3.503, 3.915], [4.864, -2.745, 2.855], [4.025, -1.914, 3.134], [6.108, -3.693, -2.259], [4.321, -2.088, -1.688], [3.756, -1.662, 0.690], [7.319, -4.890, -0.457], [7.960, -5.877, 4.329], [7.372, -5.477, 6.704], [5.651, -3.799, 7.281], [4.503, -2.538, 5.482]], "forces_ev_per_a": [[0.0, 0.1, -0.3], [-0.2, 0.1, 0.0], [-0.1, -0.2, 0.1], [0.5, 0.1, 0.0], [-0.4, -0.1, 0.0], [-0.1, 0.0, 0.1], [0.0, -0.1, 0.0], [0.2, -0.2, -0.1], [1.3, -2.6, -1.7], [-1.4, 2.7, 1.7], [-0.2, 0.2, -0.4], [0.3, 0.1, 0.4], [0.1, 0.1, 0.1], [0.2, 0.4, 0.1], [-0.2, 0.2, 0.2], [-0.3, 0.2, 0.0], [0.2, -0.1, 0.1], [-0.2, 0.1, -0.1], [-0.3, -0.2, -0.4], [0.3, -0.1, 0.2], [0.2, 0.0, -0.3], [-0.1, -0.3, -0.2], [0.1, 0.3, 0.1], [-0.2, -0.2, -0.1], [0.0, 0.1, 0.1], [0.0, 0.0, 0.1], [0.1, 0.1, 0.0], [0.0, -0.1, 0.1], [0.0, -0.1, 0.1], [0.0, 0.0, -0.1], [0.0, 0.1, -0.1], [-0.1, -0.1, -0.1], [-0.1, 0.1, 0.0], [0.0, -0.1, 0.2], [0.2, 0.1, 0.1], [0.1, 0.1, -0.1], [0.0, 0.1, 0.2], [-0.1, 0.1, 0.0], [-0.1, 0.0, 0.0], [0.0, -0.1, -0.2], [-0.3, -0.2, -0.1], [-0.3, -0.2, 0.0], [0.2, 0.0, 0.0], [0.1, 0.0, 0.0], [0.2, 0.0, 0.0], [0.1, 0.0, 0.0], [0.0, 0.0, 0.0], [0.1, 0.0, 0.0], [-0.1, -0.2, 0.0], [0.0, 0.0, 0.1], [-0.1, -0.1, 0.0], [0.0, 0.0, 0.0], [-0.1, -0.1, 0.1], [0.0, 0.0, 0.2], [0.1, -0.1, 0.2], [0.0, -0.1, 0.0], [0.0, 0.0, 0.0], [0.0, 0.0, -0.1], [0.1, 0.1, 0.1], [0.0, 0.0, 0.0], [0.0, 0.0, 0.0], [0.0, 0.0, 0.1], [0.0, 0.0, -0.1], [0.0, 0.0, -0.1], [0.0, 0.0, 0.1], [0.0, 0.0, 0.0], [0.1, 0.0, 0.0], [0.0, 0.0, 0.0], [0.0, 0.0, -0.1], [0.0, 0.0, 0.0], [0.0, 0.0, 0.0], [0.0, 0.0, -0.1], [0.0, 0.0, 0.1], [0.0, 0.0, 0.0], [0.0, 0.0, 0.0], [0.0, 0.0, 0.0], [0.0, 0.0, 0.0], [0.0, 0.0, 0.0], [0.0, 0.0, 0.0], [0.0, 0.0, 0.0], [0.0, 0.0, 0.0], [0.0, 0.0, 0.0], [0.0, 0.0, 0.0], [0.0, 0.0, 0.0], [0.0, 0.0, 0.0], [0.0, 0.0, -0.1], [0.0, 0.0, 0.1], [0.0, 0.0, 0.1], [0.0, 0.0, -0.1], [0.0, 0.1, 0.0], [0.0, 0.0, 0.0], [0.0, 0.0, 0.0], [0.0, 0.0, 0.1], [0.0, 0.0, 0.0], [0.0, 0.0, 0.0], [0.0, 0.0, 0.1], [0.0, 0.0, -0.1], [0.1, 0.0, -0.1], [-0.1, 0.1, 0.0], [0.0, 0.0, 0.0], [0.1, 0.0, 0.0], [0.0, -0.1, 0.0], [0.0, 0.0, 0.0], [0.0, 0.0, -0.1], [0.0, 0.0, 0.0], [0.0, 0.0, 0.0], [0.0, 0.0, 0.0]], "lowdin_charge": [-0.12, -0.25, -0.20, -0.20, -0.17, -0.17, -0.14, -0.19, -0.20, 0.03, -0.73, -0.07, 0.95, -0.36, -0.14, -0.25, -0.55, 0.71, -0.19, -0.20, -0.18, -0.21, -0.29, -0.01, 0.08, 0.07, 0.04, 0.10, 0.10, 0.10, 0.10, 0.12, 0.10, 0.09, 0.10, 0.13, 0.10, 0.06, 0.14, 0.10, 0.07, 0.12, 0.12, 0.09, 0.07, 0.11, 0.06, 0.06, -0.15, 0.13, 0.12, 0.13, 0.11, 0.11, 0.11, 0.11, 0.10, 0.06, 0.06, -0.06, -0.06, 0.00, -0.08, -0.08, 0.00, -0.28, 0.10, -0.08, 0.00, -0.06, -0.06, 0.00, -0.08, -0.28, 0.11, 0.11, 0.11, 0.12, 0.12, 0.12, 0.11, 0.11, 0.12, -0.04, -0.04, 0.00, -0.08, -0.08, 0.00, -0.28, 0.11, -0.08, 0.00, -0.06, -0.06, 0.00, -0.08, -0.27, 0.09, 0.11, 0.10, 0.10, 0.12, 0.12, 0.11, 0.11, 0.12], "homo_ev": -8.733, "e_lumo_ev": -1.1, "smiles": "CCCCCCN(CC=O)[C@@](O)(I)[C@@H](CCCS)OCCCCN.O=C1c2ccccc2C(=O)c2ccccc21.O=C1c2ccccc2C(=O)c2ccccc21"}

{"formula": "C45H52BN9O7S6Sr", "method": "wB97M-V/def2-TZVPD", "elements": ["Sr", "C", "C", "C", "C", "N", "C", "C", "N", "B", "N", "C", "C", "N", "C", "S", "C", "C", "C", "C", "N", "C", "C", "N", "C", "S", "C", "C", "C", "C", "C", "S", "H", "H", "H", "H", "H", "H", "H", "H", "H", "H", "H", "H", "H", "H", "H", "H", "H", "H", "H", "H", "H", "H", "H", "H", "H", "H", "H", "H", "H", "H", "H", "H", "H", "H", "O", "S", "O", "O", "O", "O", "H", "H", "O", "C", "N", "C", "C", "C", "C", "N", "C", "C", "H", "H", "H", "H", "S", "C", "N", "C", "C", "C", "C", "C", "C", "H", "H", "H", "H", "H", "C", "C", "O", "S", "C", "C", "C", "C", "C", "C", "C", "C", "H", "H", "H", "H", "H", "H", "H"], "coordinates": [[0.267, 0.126, -1.182], [-2.310, 5.480, 2.860], [-3.252, 4.653, 1.978], [-4.613, 5.353, 1.980], [-2.727, 4.565, 0.541], [-3.406, 3.277, 2.497], [-4.611, 2.584, 2.524], [-4.340, 1.286, 2.727], [-2.976, 1.126, 2.815], [-2.192, -0.192, 2.569], [-3.198, -1.319, 2.265], [-3.412, -2.460, 3.004], [-4.153, -3.311, 2.275], [-4.417, -2.708, 1.053], [-3.831, -1.462, 1.065], [-3.967, -0.242, -0.081], [-5.114, -3.344, -0.082], [-5.448, -4.796, 0.260], [-4.203, -3.333, -1.315], [-6.415, -2.580, -0.358], [-1.350, -0.554, 3.826], [-1.227, 0.257, 4.931], [-0.216, -0.199, 5.689], [0.310, -1.318, 5.065], [-0.393, -1.517, 3.902], [-0.189, -2.822, 2.828], [1.469, -2.095, 5.562], [1.990, -1.464, 6.854], [1.026, -3.533, 5.857], [2.587, -2.065, 4.516], [-2.399, 2.352, 2.664], [-0.748, 2.623, 2.790], [-2.235, 6.489, 2.452], [-1.323, 5.035, 2.895], [-2.696, 5.537, 3.880], [-4.471, 6.399, 1.713], [-5.063, 5.310, 2.974], [-5.292, 4.910, 1.251], [-2.619, 5.564, 0.117], [-3.422, 3.994, -0.078], [-1.759, 4.066, 0.509], [-5.562, 3.063, 2.397], [-5.018, 0.457, 2.811], [-1.434, -0.019, 1.646], [-3.011, -2.579, 3.992], [-4.511, -4.288, 2.535], [-4.543, -5.359, 0.487], [-5.930, -5.249, -0.605], [-6.138, -4.861, 1.104], [-3.247, -3.799, -1.076], [-4.010, -2.313, -1.633], [-4.680, -3.872, -2.135], [-7.057, -2.596, 0.526], [-6.949, -3.035, -1.193], [-6.183, -1.548, -0.605], [-1.862, 1.108, 5.085], [0.170, 0.202, 6.605], [1.223, -1.447, 7.630], [2.349, -0.451, 6.669], [2.825, -2.061, 7.219], [0.247, -3.546, 6.623], [1.878, -4.114, 6.212], [0.639, -3.989, 4.951], [2.818, -1.034, 4.256], [2.276, -2.577, 3.610], [3.481, -2.553, 4.911], [1.352, 3.046, -3.405], [0.546, 1.903, -3.087], [-0.407, 1.820, -4.344], [-0.288, 2.086, -1.899], [1.336, 0.680, -2.972], [1.831, 1.310, 2.713], [0.978, 1.741, 2.579], [1.962, 0.778, 1.910], [-0.667, -1.927, -0.065], [-1.044, -2.845, 0.502], [-2.059, 0.383, -7.791], [-1.724, 0.137, -6.709], [-1.312, -0.170, -5.408], [-0.528, -1.289, -5.119], [-0.259, -1.624, -3.813], [-0.872, -0.988, -2.784], [-1.513, 0.106, -3.014], [-1.511, 0.815, -4.313], [-0.189, -1.920, -5.932], [0.350, -2.472, -3.529], [-2.089, 0.548, -2.211], [-2.411, 1.421, -4.439], [3.987, 3.470, -2.005], [3.213, 2.217, -1.091], [2.180, 2.552, -0.404], [1.879, 3.887, -0.606], [0.782, 4.565, -0.083], [0.578, 5.884, -0.436], [1.471, 6.550, -1.278], [2.580, 5.904, -1.789], [2.771, 4.570, -1.459], [3.606, 1.209, -1.093], [0.105, 4.035, 0.571], [-0.296, 6.405, -0.064], [1.288, 7.583, -1.550], [3.264, 6.412, -2.456], [8.605, -2.060, 3.710], [9.549, -2.707, 2.734], [10.658, -3.085, 3.022], [9.017, -2.930, 1.042], [7.318, -2.393, 0.962], [7.005, -1.044, 0.824], [5.687, -0.649, 0.697], [4.651, -1.596, 0.676], [4.986, -2.950, 0.815], [6.303, -3.344, 0.955], [3.304, -1.186, 0.461], [2.154, -0.816, 0.246], [9.172, -1.362, 4.326], [8.196, -2.832, 4.363], [7.786, -1.544, 3.224], [7.803, -0.311, 0.808], [5.435, 0.398, 0.595], [4.189, -3.681, 0.795], [6.561, -4.392, 1.044]], "forces_ev_per_a": [[0.7, -2.8, 7.2], [-0.1, -0.1, 0.0], [0.2, 0.3, -0.1], [0.0, -0.2, 0.0], [0.0, 0.0, 0.1], [0.2, -0.5, 0.0], [-0.3, 0.0, 0.1], [-0.2, -0.1, 0.1], [0.0, 0.6, -0.2], [0.4, 0.0, 0.0], [-0.2, -0.4, -0.4], [-0.1, 0.0, 0.2], [-0.1, -0.1, 0.2], [0.4, 0.3, 0.3], [-0.3, -0.1, 0.2], [0.2, 0.3, -0.5], [-0.2, 0.1, -0.4], [0.1, 0.1, 0.1], [0.0, 0.1, 0.1], [0.1, 0.0, 0.0], [0.3, -0.1, 0.2], [0.0, 0.0, 0.2], [-0.2, 0.2, 0.2], [-0.2, 0.3, -0.2], [0.2, -0.4, 0.2], [0.1, 0.2, 0.7], [0.1, -0.3, -0.1], [-0.1, 0.1, -0.1], [0.0, 0.1, 0.0], [-0.1, 0.0, 0.0], [-0.3, 0.0, 0.2], [-0.5, 0.8, -0.2], [-0.1, 0.0, 0.0], [0.1, 0.0, 0.0], [0.0, 0.0, 0.0], [0.0, 0.0, 0.0], [-0.1, 0.0, 0.0], [-0.1, 0.0, 0.0], [0.0, 0.0, 0.0], [0.0, 0.0, 0.0], [-0.2, 0.0, 0.0], [0.0, 0.0, 0.0], [0.0, 0.0, -0.1], [-0.2, -0.1, 0.0], [0.1, 0.0, 0.0], [0.0, 0.0, 0.0], [0.0, -0.1, 0.0], [0.0, 0.0, 0.0], [0.0, 0.0, 0.0], [0.0, -0.1, 0.0], [0.1, 0.0, 0.0], [0.0, -0.1, 0.0], [0.0, 0.0, 0.0], [0.0, -0.1, 0.0], [0.0, 0.0, 0.0], [0.0, 0.1, 0.0], [0.0, 0.0, 0.0], [0.0, 0.0, 0.0], [0.0, 0.0, 0.1], [0.0, 0.0, 0.0], [0.0, 0.0, 0.0], [0.1, 0.0, 0.0], [0.0, -0.1, 0.0], [0.1, 0.1, 0.0], [0.0, 0.0, -0.1], [0.0, 0.0, 0.1], [-0.1, 0.0, 0.0], [1.0, 3.7, -3.1], [0.4, 0.1, 0.4], [-0.8, 2.2, -0.7], [0.9, 0.3, -1.8], [0.7, -0.4, 0.0], [0.2, -0.4, -0.1], [0.1, 0.0, 0.1], [-0.5, -1.0, 0.7], [-0.1, 0.3, -1.3], [0.0, 0.0, 0.1], [-0.2, 0.1, -0.7], [0.3, -0.1, 1.0], [-0.3, 0.2, -0.2], [0.2, -0.6, 0.2], [-1.0, -1.4, -1.9], [-1.9, -0.1, -1.1], [-0.4, -0.6, -0.4], [0.0, 0.0, 0.0], [0.0, 0.0, -0.2], [-0.1, -0.1, 0.1], [0.2, 0.0, 0.0], [0.1, 0.0, 0.1], [0.2, 0.1, 0.3], [-0.1, -0.2, -0.1], [0.4, 0.5, -0.2], [0.0, -0.1, 0.0], [0.0, -0.1, 0.1], [0.1, 0.1, -0.1], [0.0, 0.1, 0.0], [-0.1, -0.2, 0.3], [0.0, -0.1, 0.0], [0.1, 0.0, 0.1], [0.0, 0.0, 0.0], [0.0, 0.0, 0.0], [0.0, 0.0, 0.0], [0.0, 0.1, 0.1], [-0.1, 0.0, -0.2], [0.0, 0.1, 0.1], [-0.1, 0.0, 0.0], [0.4, -0.1, 0.0], [0.0, 0.0, -0.1], [0.1, 0.0, 0.0], [-0.1, 0.0, -0.1], [0.0, 0.0, 0.0], [0.0, 0.0, 0.0], [0.1, 0.0, 0.1], [0.7, -0.2, 0.3], [0.0, -0.1, 0.0], [0.0, 0.0, 0.0], [0.0, 0.0, 0.0], [0.0, 0.0, 0.0], [0.0, 0.0, 0.0], [0.0, 0.0, 0.0], [0.0, 0.0, 0.0]], "lowdin_charge": [1.45, -0.06, -0.55, -0.06, -0.02, 0.00, -0.07, -0.10, 0.03, -0.64, 0.04, -0.09, -0.06, 0.00, -0.72, 0.69, -0.56, -0.06, -0.05, -0.05, 0.05, -0.09, -0.06, 0.00, -0.62, 0.73, -0.55, -0.06, -0.06, -0.05, -0.66, 0.81, 0.08, 0.01, 0.09, 0.08, 0.08, 0.08, 0.08, 0.10, 0.04, 0.10, 0.12, 0.11, 0.11, 0.10, 0.09, 0.08, 0.08, 0.08, 0.03, 0.08, 0.08, 0.08, 0.03, 0.11, 0.10, 0.08, 0.09, 0.08, 0.08, 0.08, 0.02, 0.09, 0.03, 0.08, -0.28, 0.37, -0.17, -0.49, -0.46, -0.15, -0.18, -0.03, -0.16, -0.14, 0.09, -0.25, -0.21, -0.05, -0.19, -0.16, -0.26, -0.25, 0.11, 0.10, 0.07, 0.15, 1.05, -0.46, 0.06, -0.31, -0.01, -0.08, -0.10, -0.10, -0.49, 0.06, 0.05, 0.09, 0.09, 0.10, -0.05, -0.76, -0.03, 1.01, -0.58, -0.12, -0.02, -0.25, -0.03, -0.11, -0.19, -0.12, 0.09, 0.09, 0.06, 0.11, 0.11, 0.12, 0.10], "charge": -2, "homo_ev": -2.420, "e_lumo_ev": 3.7}